(1)
{"formula": "C24H34FKN5O4", "method": "ωB97M-V/def2-TZVPD", "species": ["K", "F", "O", "O", "O", "O", "N", "N", "N", "N", "N", "C", "C", "C", "C", "C", "C", "C", "C", "C", "C", "C", "C", "C", "C", "C", "C", "C", "C", "C", "C", "C", "C", "C", "C", "H", "H", "H", "H", "H", "H", "H", "H", "H", "H", "H", "H", "H", "H", "H", "H", "H", "H", "H", "H", "H", "H", "H", "H", "H", "H", "H", "H", "H", "H", "H", "H", "H", "H"], "positions_angstrom": [[0.56, 0.43, 0.92], [-3.73, -3.70, 2.22], [-6.34, -2.70, 2.19], [-5.01, 1.00, 4.46], [-0.49, -0.60, 3.26], [-1.02, 1.56, 2.99], [-3.39, -0.54, 3.94], [-5.61, -0.86, 3.32], [2.77, -0.32, -0.50], [-4.17, -0.30, -1.44], [-1.79, 0.05, -0.59], [-3.43, 0.57, -2.36], [6.42, 2.15, -2.86], [-2.02, -1.37, -0.87], [4.61, 0.90, -1.68], [-4.68, -0.05, 3.94], [3.63, -1.29, 0.15], [4.96, 1.92, -2.54], [-2.76, 0.50, 0.43], [-2.00, 0.81, -1.82], [-2.31, 0.26, 4.53], [-3.48, -1.59, -1.34], [2.65, 2.51, -2.82], [-3.11, -1.76, 3.37], [-1.16, 0.44, 3.51], [1.57, 3.37, -3.44], [-4.04, -2.52, 2.78], [2.71, -2.22, 0.95], [4.61, -0.67, 1.16], [2.30, 1.49, -1.97], [3.25, 0.62, -1.33], [4.37, -2.20, -0.84], [-5.42, -2.09, 2.70], [4.00, 2.75, -3.12], [-4.20, 0.32, -0.11], [6.87, 1.26, -3.31], [-1.94, -0.25, 5.42], [-2.74, 1.22, 4.79], [-3.98, 1.51, -2.46], [4.28, 3.55, -3.79], [-1.24, 0.51, -2.55], [-2.55, 1.53, 0.71], [5.41, 0.30, -1.27], [4.05, -0.10, 1.91], [-4.03, -2.22, -0.65], [3.64, -2.69, -1.50], [-4.71, 1.28, -0.20], [5.07, -1.66, -1.48], [3.28, -3.02, 1.43], [0.86, 2.76, -4.00], [2.17, -1.70, 1.75], [1.97, -2.68, 0.29], [-3.51, -2.07, -2.32], [5.18, -1.44, 1.68], [1.24, 1.30, -1.79], [1.01, 3.91, -2.68], [-2.06, -2.05, 3.41], [6.55, 2.98, -3.55], [6.99, 2.37, -1.95], [-1.83, 1.87, -1.60], [-1.81, -1.93, 0.05], [-3.41, 0.09, -3.34], [-6.55, -0.51, 3.31], [4.93, -2.98, -0.32], [-4.80, -0.32, 0.54], [-2.59, -0.11, 1.33], [2.00, 4.10, -4.13], [5.31, 0.02, 0.69], [-1.29, -1.69, -1.62]], "mulliken_charge": [0.757, -0.401, -0.669, -0.668, -0.754, -0.749, 0.069, -0.040, -0.545, -0.193, 0.122, -0.822, -1.597, -0.609, -0.061, 0.563, 1.596, -0.036, 0.640, -0.801, -0.845, -0.750, 0.587, -0.419, 0.838, -1.463, 0.567, -1.827, -1.529, -0.365, 0.622, -1.627, 0.208, -0.766, -0.789, 0.318, 0.238, 0.416, 0.316, 0.175, 0.426, 0.646, 0.531, 0.307, 0.266, 0.380, 0.164, 0.335, 0.412, 0.297, 0.335, 0.339, 0.314, 0.427, 0.242, 0.285, 0.561, 0.375, 0.311, 0.446, 0.360, 0.337, 0.212, 0.433, 0.363, -0.895, 0.343, 0.282, 0.459], "orbital_gap_ev": 5.686, "charge": -1, "e_tot_ev": -60127.0369, "largest_force_ev_per_a": 0.3}

***

(2)
{"formula": "C24H34GaNO5P2", "method": "ωB97M-V/def2-TZVPD", "species": ["Ga", "P", "P", "O", "O", "O", "O", "O", "N", "C", "C", "C", "C", "C", "C", "C", "C", "C", "C", "C", "C", "C", "C", "C", "C", "C", "C", "C", "C", "C", "C", "C", "C", "H", "H", "H", "H", "H", "H", "H", "H", "H", "H", "H", "H", "H", "H", "H", "H", "H", "H", "H", "H", "H", "H", "H", "H", "H", "H", "H", "H", "H", "H", "H", "H", "H", "H"], "positions_angstrom": [[0.08, -0.28, -0.30], [-1.93, -0.16, -1.55], [2.52, 0.25, 0.43], [-0.40, 0.81, -6.11], [0.76, -2.32, -4.38], [-0.73, 0.38, 1.28], [-1.62, 2.44, 2.34], [0.12, -1.35, 2.47], [0.22, 1.83, -0.84], [-1.55, 1.36, -2.38], [-1.58, 1.71, 3.48], [-0.61, 2.28, -1.86], [-3.35, 0.17, -0.45], [1.43, -4.46, -0.66], [-2.04, 2.32, 4.65], [1.36, -3.06, -0.79], [3.07, -0.41, 2.01], [-2.42, -1.46, -2.70], [-0.83, -3.05, 0.20], [-0.52, -0.30, 2.41], [-1.11, 0.36, 3.55], [3.95, 0.23, -0.73], [1.25, 4.00, -0.68], [0.43, 4.49, -1.68], [-0.79, -4.45, 0.33], [0.36, -5.15, -0.08], [2.20, 2.08, 0.65], [-0.45, 3.63, -2.32], [-1.06, -0.32, 4.78], [0.28, -2.35, -0.26], [-2.00, 1.63, 5.86], [-1.51, 0.32, 5.93], [1.22, 2.64, -0.38], [1.27, -0.27, -1.42], [2.32, -5.00, -1.03], [-1.65, -4.99, 0.75], [-0.84, 0.89, -5.25], [0.54, 1.05, -5.88], [-3.26, -1.10, -3.33], [-1.06, 3.95, -3.16], [1.75, 2.23, 1.66], [4.21, -0.82, -0.93], [3.17, 2.62, 0.61], [-2.42, 3.34, 4.58], [-4.19, 0.35, -1.14], [-2.35, 2.13, 6.75], [-3.13, 1.08, 0.14], [4.06, -0.02, 2.28], [-1.54, -1.72, -3.33], [-3.61, -0.64, 0.24], [3.71, 0.73, -1.68], [0.41, -6.24, 0.03], [2.01, -0.22, -1.74], [1.95, 4.63, -0.11], [-0.67, -1.33, 4.80], [-1.49, -0.20, 6.88], [-1.76, -2.51, 0.43], [-2.35, 1.85, -3.04], [0.68, -1.82, -5.22], [2.35, -0.17, 2.81], [-2.75, -2.36, -2.17], [-1.30, 1.83, 1.62], [3.11, -1.50, 1.91], [2.14, -2.54, -1.36], [0.50, 5.55, -1.96], [0.66, -3.25, -4.70], [4.80, 0.74, -0.24]], "mulliken_charge": [0.206, 1.259, 0.968, -0.680, -0.555, 0.114, -0.748, -0.672, 0.483, -1.594, 0.043, 1.178, -1.321, -0.742, -0.618, -0.168, -1.305, -1.070, -0.200, 0.687, 0.137, -1.385, -0.962, -0.412, -0.803, -0.486, -1.202, -1.237, -0.690, 0.290, -0.348, -0.650, 0.738, -1.126, 0.374, 0.389, 0.355, 0.315, 0.453, 0.449, 0.371, 0.359, 0.548, 0.437, 0.507, 0.380, 0.306, 0.460, 0.206, 0.312, 0.417, 0.361, 0.918, 0.418, 0.469, 0.394, 0.216, 0.194, 0.296, 0.346, 0.341, 0.510, 0.338, 0.296, 0.391, 0.280, 0.464], "orbital_gap_ev": [7.115, 7.115], "charge": 0, "e_tot_ev": -108120.0871, "largest_force_ev_per_a": 4.7}

***

(3)
{"formula": "C24H34InN2S6", "method": "ωB97M-V/def2-TZVPD", "species": ["In", "S", "S", "S", "S", "S", "S", "N", "N", "C", "C", "C", "C", "C", "C", "C", "C", "C", "C", "C", "C", "C", "C", "C", "C", "C", "C", "C", "C", "C", "C", "C", "C", "H", "H", "H", "H", "H", "H", "H", "H", "H", "H", "H", "H", "H", "H", "H", "H", "H", "H", "H", "H", "H", "H", "H", "H", "H", "H", "H", "H", "H", "H", "H", "H", "H", "H"], "positions_angstrom": [[-0.84, 0.40, -0.16], [-1.76, -2.37, 0.62], [1.65, -2.50, 0.01], [2.27, -1.28, -3.08], [-0.99, -2.14, -2.70], [-3.08, 0.75, 0.81], [-0.75, 1.40, -2.41], [-0.33, 0.69, 2.33], [0.98, 2.13, 0.07], [-1.74, -3.63, -1.96], [1.07, 2.54, 1.47], [-0.62, -3.58, 1.36], [1.17, 4.49, -0.61], [0.09, -2.96, -3.93], [1.27, -2.09, -4.37], [-0.13, 2.98, -1.96], [3.22, -2.62, -2.32], [-0.41, 4.04, -2.82], [2.43, -3.47, -1.34], [0.98, 1.36, 2.41], [-1.40, 1.46, 2.94], [-0.26, -0.64, 2.96], [-2.57, -3.28, -0.73], [0.66, 3.21, -0.83], [0.89, 5.53, -1.48], [-1.22, 2.07, 4.18], [0.68, -3.92, 0.63], [-3.67, 2.27, 2.94], [0.09, 5.30, -2.59], [2.23, 1.47, -0.37], [-2.24, 2.78, 4.79], [-2.65, 1.54, 2.32], [-3.47, 2.89, 4.16], [-0.40, -3.16, 2.34], [-2.06, 3.24, 5.75], [0.43, -3.90, -3.51], [-0.52, -3.18, -4.80], [1.75, 0.62, 2.17], [1.31, 6.51, -1.29], [-0.94, -4.33, -1.72], [-3.40, -2.63, -1.00], [-1.19, -4.50, 1.51], [1.32, -4.48, 1.30], [0.26, 3.24, 1.68], [1.63, -3.99, -1.85], [2.14, 1.24, -1.43], [0.46, -4.55, -0.23], [0.92, -1.25, -4.97], [3.08, 2.14, -0.22], [3.63, -3.26, -3.10], [-0.27, 1.98, 4.69], [-0.14, 6.11, -3.27], [1.80, 4.68, 0.25], [-4.27, 3.44, 4.62], [4.05, -2.12, -1.82], [-2.97, -4.20, -0.29], [2.02, 3.05, 1.67], [-1.24, -1.11, 2.92], [-2.39, -4.08, -2.70], [2.39, 0.54, 0.17], [1.18, 1.72, 3.42], [-4.63, 2.34, 2.44], [0.06, -0.58, 4.00], [0.46, -1.26, 2.41], [-1.03, 3.84, -3.68], [3.08, -4.20, -0.87], [1.94, -2.70, -4.99]], "mulliken_charge": [0.506, 0.358, 0.121, 0.071, 0.123, -0.234, -0.392, 1.021, 0.977, -0.690, -0.955, -1.129, -0.313, -0.925, -0.910, 1.072, -1.007, -0.918, -0.309, -1.135, -0.432, -1.311, -1.133, -0.240, -0.969, -0.258, -1.044, -0.798, -0.641, -1.040, -0.999, 1.015, -0.620, 0.519, 0.410, 0.416, 0.544, 0.656, 0.411, 0.215, 0.414, 0.511, 0.567, 0.633, -0.054, 0.314, 0.488, 0.407, 0.314, 0.466, 0.309, 0.397, 0.359, 0.403, 0.421, 0.482, 0.430, 0.581, 0.564, 0.263, 0.332, 0.444, 0.325, 0.183, 0.467, 0.508, 0.440], "orbital_gap_ev": 6.671, "charge": 1, "e_tot_ev": -98601.0157, "largest_force_ev_per_a": 1.0}